{"formula": "C25H41N3O5", "method": "the ωB97M-V functional and the def2-TZVPD basis", "total_energy_ha": -1517.07532, "homo_energy_ev": -8.4, "spin_multiplicity": 1, "e_lumo_ev": -0.8, "relative_energy_ev": 12.974, "elements": ["C", "C", "C", "C", "C", "C", "C", "C", "C", "C", "C", "N", "N", "C", "C", "C", "C", "C", "N", "C", "C", "C", "C", "O", "O", "C", "C", "H", "H", "H", "H", "H", "H", "H", "H", "H", "H", "H", "H", "H", "H", "H", "H", "H", "H", "H", "H", "H", "H", "H", "H", "H", "H", "H", "H", "H", "H", "H", "H", "H", "H", "H", "H", "H", "C", "C", "O", "C", "O", "O", "H", "H", "H", "H"], "positions_angstrom": [[0.12321, 4.01966, -6.96981], [0.90915, 2.66309, -6.43191], [1.71320, 3.03192, -5.04357], [1.87062, 1.71700, -4.05143], [2.90693, 2.17271, -2.82176], [3.68956, 0.80487, -2.36815], [3.70665, 0.76307, -0.70890], [2.99040, -0.63599, -0.15521], [1.35857, -0.50492, -0.34587], [0.50047, -1.08891, 0.96565], [1.15898, -2.54795, 1.31606], [1.60704, -3.74789, 1.56590], [0.64195, -0.04023, 2.04514], [0.58489, -0.57250, 3.30890], [1.91090, -0.97487, 4.23318], [-0.88578, -0.81806, 4.06641], [-1.02722, -1.33370, 0.42446], [-1.86537, -2.49225, 1.27521], [-2.55644, -3.10776, 2.21258], [-1.89440, 0.06775, 0.22330], [-3.06118, -0.29233, -0.91610], [-4.58554, 0.01710, -0.38414], [-5.26923, 1.36990, -1.06360], [-4.59264, 2.12724, -1.96615], [-6.64088, 1.69802, -0.59075], [-7.58401, 1.81740, -1.71480], [-8.53390, 3.14936, -1.36814], [0.89566, 4.62514, -7.60710], [-0.25488, 4.68976, -6.08626], [-0.74904, 3.68053, -7.68718], [1.71743, 2.32778, -7.21283], [0.12813, 1.80035, -6.19132], [2.82022, 3.38701, -5.28101], [1.16397, 3.86450, -4.41503], [2.33151, 0.78298, -4.63099], [0.87254, 1.40586, -3.51214], [2.22031, 2.64800, -1.99290], [3.68310, 2.98553, -3.19372], [4.79376, 0.73390, -2.78338], [3.05770, -0.12438, -2.71065], [3.13402, 1.66978, -0.23856], [4.81865, 0.75848, -0.28055], [3.34859, -1.57517, -0.79887], [3.32041, -0.72169, 0.98080], [1.01822, 0.63413, -0.44526], [1.00134, -1.01082, -1.36627], [2.04326, -0.25808, 5.15729], [2.87825, -1.03954, 3.54908], [1.74645, -2.08633, 4.63650], [-0.88808, -0.11987, 5.01893], [-1.68894, -0.40918, 3.28602], [-1.09637, -1.94541, 4.30128], [-0.92004, -1.78648, -0.67519], [-1.21350, 0.92413, -0.25433], [-2.39875, 0.45602, 1.20536], [-3.02738, -1.46421, -1.14157], [-2.79718, 0.23092, -1.94685], [-4.57174, 0.12886, 0.80082], [-5.25943, -0.89682, -0.73878], [-8.33028, 0.89140, -1.78970], [-7.08403, 2.00167, -2.76138], [-8.33770, 3.51647, -0.26106], [-8.18785, 4.00807, -2.09096], [-9.67535, 2.88725, -1.43335], [4.60776, -5.36707, 6.76179], [3.80556, -4.65011, 5.72476], [3.39344, -3.47110, 6.38975], [4.28896, -3.24928, 7.39598], [4.33626, -2.22953, 8.06348], [5.12471, -4.31657, 7.55687], [5.41790, -5.95840, 6.32632], [3.99152, -6.01691, 7.39190], [4.40446, -4.37245, 4.85096], [2.94055, -5.23082, 5.39280]]}

---

{"formula": "C3H9NS", "method": "the ωB97M-V functional and the def2-TZVPD basis", "total_energy_ha": -572.62664, "homo_energy_ev": -9.0, "spin_multiplicity": 1, "e_lumo_ev": 1.0, "relative_energy_ev": 0.366, "elements": ["C", "C", "C", "S", "N", "H", "H", "H", "H", "H", "H", "H", "H", "H"], "positions_angstrom": [[0.40470, 1.18737, -0.17983], [-0.02409, 0.01747, 0.69077], [-0.94727, -0.92870, -0.03016], [-1.50455, -2.39285, 0.93442], [1.38624, 0.82062, -1.19337], [0.74949, 2.01609, 0.43481], [-0.52968, 1.54476, -0.63397], [0.84456, -0.53073, 1.05931], [-0.37366, 0.40535, 1.65082], [-0.44152, -1.37861, -0.86862], [-1.86030, -0.41710, -0.32083], [-0.60795, -2.33247, 1.92653], [1.93476, 1.61825, -1.47477], [0.96928, 0.37055, -1.99509]]}

---

{"formula": "C2H3NO2", "method": "the ωB97M-V functional and the def2-TZVPD basis", "total_energy_ha": -283.25750, "homo_energy_ev": -10.4, "spin_multiplicity": 1, "e_lumo_ev": 0.7, "relative_energy_ev": 0.014, "elements": ["O", "C", "N", "C", "O", "H", "H", "H"], "positions_angstrom": [[0.53671, -1.91782, 1.15999], [0.16649, -1.17924, 0.28164], [0.21820, 0.20449, 0.40295], [-0.30755, 1.05481, -0.54795], [-0.95024, 0.67708, -1.49605], [-0.21632, -1.52551, -0.68738], [0.65388, 0.56537, 1.24079], [-0.10116, 2.12081, -0.35398]]}